# 1
{"formula": "C3H3BrO", "method": "ωB97M-V with the def2-TZVPD basis set", "multiplicity": 3, "s2": 2.0224, "lumo_energy_ev": [0.48, -3.08], "homo_energy_ev": [-6.969, -10.548], "homo_lumo_gap_ev": [7.4, 7.5], "de_lowest_kcal_mol": 41.7, "elements": ["C", "C", "C", "O", "Br", "H", "H", "H"], "xyz": [[-2.51264, -1.28547, 1.21299], [-1.36688, -0.93354, 0.95334], [-0.01055, -0.76435, 1.21537], [0.34968, -0.09330, 2.12835], [2.44421, 1.22577, -0.88021], [-3.56820, -1.67021, 1.15295], [0.70928, -1.08049, 0.34346], [2.17738, -0.13930, -1.21174]]}

# 2
{"formula": "C5H14OSSi", "method": "ωB97M-V with the def2-TZVPD basis set", "lumo_energy_ev": 0.72, "homo_energy_ev": -8.553, "homo_lumo_gap_ev": 9.3, "de_lowest_kcal_mol": 0.0, "elements": ["C", "C", "C", "C", "C", "O", "Si", "S", "H", "H", "H", "H", "H", "H", "H", "H", "H", "H", "H", "H", "H", "H"], "xyz": [[-2.14923, 1.31784, 1.73704], [1.19098, -0.34339, -3.32197], [1.85769, -2.07867, 0.27877], [-0.79154, 0.67048, 1.46195], [-0.56994, 0.54319, -0.02164], [1.90327, -0.58789, -2.14973], [1.65742, -0.40191, -0.57177], [3.06617, 1.07170, 0.16547], [-2.95032, 0.69680, 1.34263], [-2.30965, 1.45552, 2.80452], [-2.20350, 2.29331, 1.25530], [1.08909, -1.28266, -3.87064], [1.73984, 0.37425, -3.93596], [0.19956, 0.05419, -3.10178], [1.32322, -2.10373, 1.22336], [1.47667, -2.88116, -0.34623], [2.90426, -2.28722, 0.49156], [-0.00497, 1.28289, 1.91039], [-0.75689, -0.31644, 1.92901], [-0.59205, 1.50428, -0.52953], [-1.26340, -0.14731, -0.48976], [2.17656, 1.76227, 0.86678]]}

# 3
{"formula": "C8H15ClN5O5P", "method": "ωB97M-V with the def2-TZVPD basis set", "charge": -2, "lumo_energy_ev": 4.02, "homo_energy_ev": 2.181, "homo_lumo_gap_ev": 1.8, "elements": ["C", "C", "O", "N", "C", "N", "N", "C", "N", "N", "C", "C", "C", "C", "Cl", "H", "H", "H", "H", "H", "H", "H", "H", "H", "H", "H", "H", "H", "H", "H", "O", "P", "O", "O", "O"], "xyz": [[2.38647, 1.78705, 2.14028], [0.91681, 1.52152, 1.76491], [0.04879, 1.94827, 2.46351], [0.67005, 0.74480, 0.58381], [0.61728, 1.56745, -0.65408], [-0.45487, -0.01884, 0.66169], [-1.72242, 0.40376, 0.54192], [-2.61762, -0.58873, 0.66944], [-3.94570, -0.44414, 0.62225], [-1.88065, -1.69486, 0.87584], [-0.57019, -1.37966, 0.86446], [0.46212, -2.44069, 1.09525], [1.51274, -2.60626, -0.03230], [2.59228, -1.50523, -0.10760], [2.41563, -4.18466, 0.36449], [2.47523, 1.73836, 3.23520], [3.07670, 1.06769, 1.67509], [2.65064, 2.78589, 1.76057], [0.37047, 2.62573, -0.48599], [-0.15438, 1.10721, -1.32586], [1.57144, 1.48947, -1.20131], [-2.06521, 1.34819, 0.39078], [-4.33269, 0.46416, 0.83310], [-4.59011, -1.19324, 0.44948], [0.96934, -2.36056, 2.08146], [-0.09637, -3.38924, 1.13815], [1.03254, -2.79024, -0.99919], [2.56719, -0.86423, 0.78174], [3.60192, -1.92705, -0.19542], [2.40295, -0.86047, -0.98265], [-2.21492, 2.30861, -5.12330], [-1.98451, 1.53201, -3.80907], [-0.49467, 1.09985, -3.70513], [-2.88410, 0.26697, -3.78690], [-2.33218, 2.44113, -2.58462]]}

# 4
{"formula": "C5H11P", "method": "ωB97M-V with the def2-TZVPD basis set", "lumo_energy_ev": 1.12, "homo_energy_ev": -8.577, "homo_lumo_gap_ev": 9.7, "de_lowest_kcal_mol": 59.5, "elements": ["C", "C", "C", "C", "C", "P", "H", "H", "H", "H", "H", "H", "H", "H", "H", "H", "H"], "xyz": [[0.38558, 0.74561, 0.55149], [-0.19510, 0.75248, 1.70308], [-1.63471, -0.60814, 2.13312], [0.56093, -1.94602, -0.08401], [0.97377, 0.02990, -2.07828], [-0.25033, -0.44335, -0.77172], [1.13597, 1.38744, 0.17780], [-0.11136, 1.13418, 2.73265], [-2.35214, -0.08440, 2.72990], [-1.06790, -1.35288, 2.86789], [-2.02586, -1.18154, 1.27961], [0.16625, -2.87059, -0.38212], [1.71178, -1.97185, -0.16781], [0.13107, -1.92113, 0.90531], [1.98597, 0.33531, -1.68314], [1.11193, -0.95849, -2.65971], [0.52840, 0.69502, -2.78059]]}

no.,largest force on an atom (eV/Å)
1,9.00
2,3.43
3,4.20
4,5.96